Density functional theory data (ωB97M-V with the def2-TZVPD basis set) for C22H22CdFI2N3O5S4 as an isolated structure.

Calculated values
Energy = -3847.9333 Eh
E_HOMO = -0.49 eV
Frontier orbital gap = 4.18 eV
LUMO energy = 3.69 eV
Charge = -2

Geometry as XYZ:
```
60
C22H22CdFI2N3O5S4 ωB97M-V with the def2-TZVPD basis set
Cd 0.78918 -1.08741 -1.41175
I 3.33218 -1.49025 0.76529
C 5.46674 -1.08778 0.67358
I 6.18800 -0.02044 -1.02577
H 6.01117 -2.02707 0.68333
H 5.75776 -0.49045 1.53283
C -4.08633 2.96995 2.96861
C -3.34203 3.89214 2.00657
C -2.78594 5.09499 2.75458
C -2.00512 6.00137 1.82019
C -0.90457 5.21777 1.16244
C 0.27401 5.81139 0.77157
C 1.25862 5.05623 0.14555
F 2.39852 5.69349 -0.22206
C 1.10360 3.72403 -0.10407
C -0.08503 3.10007 0.29389
C -0.23739 1.64884 -0.01351
O 0.73609 1.08337 -0.50805
C -1.52858 1.08569 0.31672
C -2.41648 1.88774 0.95468
N -2.24646 3.18624 1.31992
C -1.08209 3.83896 0.93202
C -2.05630 -0.34730 0.06786
O -3.14721 -0.60344 0.60877
O -1.37209 -1.11947 -0.63993
H -4.67406 3.57753 3.65930
H -3.37912 2.37260 3.54564
H -4.76555 2.28761 2.46227
H -4.04439 4.25433 1.24437
H -2.13133 4.73612 3.55570
H -3.61829 5.62829 3.21783
H -1.58695 6.85571 2.35612
H -2.68280 6.40175 1.05777
H 0.44076 6.86879 0.94010
H 1.85828 3.13178 -0.60505
H -3.35784 1.42124 1.20679
S -1.09217 -0.46636 -3.56850
S -0.00902 -0.08829 -5.28273
S 1.80644 -1.05118 -4.97352
S 2.55567 -0.33911 -3.18244
N 0.40350 -8.39689 -1.84722
C 1.38793 -7.65451 -2.44812
O 2.24409 -8.17046 -3.13932
C 1.33328 -6.17532 -2.18000
C 1.98408 -5.32013 -3.05092
C 1.88612 -3.94992 -2.83736
N 1.19628 -3.44531 -1.82088
C 0.59038 -4.26278 -0.96156
C 0.63176 -5.64027 -1.10594
H 0.33467 -9.34798 -2.16946
H -0.45137 -7.94030 -1.58017
H 2.54059 -5.71321 -3.88957
H 2.35241 -3.22310 -3.49040
H 0.08270 -3.77695 -0.13727
H 0.14898 -6.26220 -0.36348
C 0.38062 -1.45420 1.92791
O 1.03716 -1.92637 0.80179
H -0.70871 -1.54484 1.83707
H 0.60293 -0.39033 2.13571
H 0.68272 -2.01437 2.83229
```

Löwdin population analysis, charges in e, atoms 1 to 4:
1 Cd 1.161
2 I 0.992
3 C -1.205
4 I 0.554